Entry 1:
C29H37F4SSn | ωB97M-V/def2-TZVPD

Computed properties:
net charge = -1
spin multiplicity = 1
ΔE to the lowest compared entry with this formula, charge and spin = 17.42 kJ/mol
HOMO energy = -2.744 eV
E_tot = -2139.16385 Eh
LUMO = 2.2 eV

Cartesian coordinates (Å):
Sn -0.374 -1.507 -1.775
S 0.543 1.596 -0.479
F 1.268 7.237 1.067
F -2.773 6.157 3.316
F 2.011 -1.360 5.017
F -2.262 0.482 5.975
C -1.036 0.570 5.353
C -0.758 1.710 4.612
C -0.147 -0.490 5.510
C -1.338 -0.576 -3.474
C 0.901 2.895 3.087
C 0.895 -0.118 -0.729
C -0.785 6.732 2.156
C 2.100 -0.376 -0.094
C -1.502 5.810 2.914
C -1.901 -3.664 -0.127
C 1.090 -0.348 4.876
C -2.355 3.209 -3.206
C 0.493 1.824 3.927
C 2.619 -4.007 -4.054
C 0.763 -3.198 -2.501
C -2.162 0.671 -3.103
C 0.296 4.162 2.865
C -1.892 -2.145 -0.368
C 2.701 0.764 0.552
C -1.602 1.972 -3.689
C 0.511 6.352 1.799
C 1.830 -2.803 -3.522
C 1.930 1.915 0.475
C -1.011 4.568 3.289
C 1.432 0.757 4.121
C 1.066 5.135 2.146
C -1.496 -4.056 1.295
C -1.424 -5.566 1.500
C 3.677 -3.608 -5.077
H -0.529 -3.603 1.547
H 3.656 0.715 1.065
H -1.663 1.910 -4.783
H -1.245 -4.177 -0.849
H -0.536 -0.365 -4.194
H -2.230 3.355 -2.128
H 3.092 -4.521 -3.211
H 0.027 -3.886 -2.940
H 4.404 -2.917 -4.642
H -1.202 7.692 1.872
H 2.534 -2.085 -3.074
H -3.425 3.129 -3.420
H 4.216 -4.493 -5.425
H -1.983 -1.369 -3.874
H 2.089 4.891 1.866
H 3.221 -3.125 -5.946
H 1.363 -2.287 -4.374
H 1.918 -4.718 -4.504
H -2.250 0.775 -2.010
H -3.192 0.535 -3.468
H 1.921 2.794 2.702
H -0.639 -6.014 0.885
H -1.199 -5.792 2.545
H -2.914 -4.046 -0.326
H 2.415 0.833 3.660
H -1.976 4.100 -3.712
H -1.498 2.498 4.559
H 1.207 -3.684 -1.623
H -2.832 -1.803 -0.816
H -2.227 -3.629 1.991
H -0.396 -1.366 6.098
H 2.571 -1.357 -0.076
H 2.213 2.933 0.720
H -1.630 3.917 3.892
H -0.536 2.067 -3.443
H -2.372 -6.047 1.247
H -1.679 -1.559 0.535

Force components x, y, z for each atom (eV/Å):
0.03 0.32 0.25
-0.25 -0.68 -0.14
-0.37 -0.32 0.35
0.66 -0.13 -0.23
-0.43 0.38 0.01
0.63 0.00 -0.27
0.20 0.35 -0.23
0.03 -0.46 0.13
-0.11 -0.18 0.15
0.22 -0.26 0.34
0.04 0.38 0.64
0.78 0.94 0.48
-0.10 0.21 -0.03
-0.24 0.48 -0.02
0.27 -0.38 0.13
-0.15 -0.04 -0.02
0.11 0.57 -0.37
0.13 0.01 -0.03
0.10 0.02 -0.02
-0.10 0.27 0.05
-0.07 0.29 0.21
-0.10 0.02 -0.03
0.19 -0.22 0.02
0.28 0.22 -0.43
-0.74 0.34 -0.04
-0.08 -0.12 0.06
0.18 -0.54 0.14
0.06 -0.14 0.00
0.86 -1.39 -1.18
-0.10 0.41 -0.25
-0.32 -0.47 0.28
-0.41 0.40 -0.23
-0.07 0.02 -0.12
0.05 0.08 0.09
0.00 -0.15 0.04
-0.09 0.00 -0.06
-0.12 0.03 -0.04
0.04 -0.02 0.06
-0.11 -0.04 0.21
-0.34 0.05 -0.06
-0.03 -0.05 -0.12
-0.04 0.01 -0.04
0.20 0.01 0.08
-0.06 -0.03 -0.06
0.07 -0.16 0.05
-0.13 -0.10 -0.08
0.07 0.00 0.03
0.05 0.09 -0.06
0.20 0.17 -0.14
-0.19 0.20 0.00
0.05 -0.01 0.07
0.07 -0.05 0.13
0.03 0.01 0.04
0.00 0.10 -0.20
0.19 0.13 0.11
-0.46 0.12 0.38
-0.07 0.02 0.00
0.00 -0.08 -0.04
0.20 -0.05 0.09
-0.21 -0.15 0.11
-0.07 0.01 0.08
0.11 -0.60 0.17
-0.02 -0.08 -0.21
0.07 0.01 0.32
0.11 0.02 -0.04
0.04 0.15 -0.10
-0.12 0.15 -0.03
-0.28 -0.36 0.06
0.02 0.53 -0.36
-0.14 -0.06 0.04
0.04 0.02 -0.01
-0.29 -0.22 -0.07

Atomic partial charges in e from the Löwdin method, atoms 1 to 2: 1.253 0.934


Entry 2:
C29H37N2O5 | ωB97M-V/def2-TZVPD

Computed properties:
net charge = +1
spin multiplicity = 1
HOMO energy = -9.240 eV
E_tot = -1611.82854 Eh
LUMO = -2.7 eV

Cartesian coordinates (Å):
O 1.132 0.894 -0.289
O -6.859 -0.890 -0.456
O 1.167 -2.570 0.546
O 1.436 -0.918 1.958
O -4.933 0.791 -1.362
N 4.292 -0.061 -1.237
N -0.799 0.337 0.782
C 3.434 -2.214 -0.283
C 3.749 -0.675 0.217
C -0.243 2.673 0.174
C 5.389 1.653 0.383
C -6.307 1.352 -1.852
C -4.797 -0.284 -0.754
C -0.545 -1.157 0.825
C -5.226 -2.547 0.327
C -0.025 5.062 -0.909
C -0.835 5.442 0.559
C 5.396 -2.244 -1.421
C 3.675 -0.206 -2.366
C -1.058 3.284 1.482
C 4.656 -0.476 1.214
C -5.647 -1.268 -0.220
C 0.354 3.566 -0.733
C 0.249 1.348 0.096
C 0.821 -1.352 1.194
C -7.937 -1.910 0.082
C 4.661 -2.860 -0.419
C -3.044 -1.785 0.482
C -1.634 -1.936 0.749
C 4.651 0.995 1.540
C -3.967 -2.674 0.774
C -3.422 -0.517 -0.512
C 2.585 -2.723 0.784
C -1.227 4.656 1.439
C 5.583 -0.852 -1.425
C 4.482 1.391 -0.812
H 3.667 1.777 -0.851
H 5.378 -3.079 0.455
H 3.668 1.498 1.726
H -8.877 -1.506 -0.214
H 6.578 -2.812 -1.702
H 6.457 1.176 0.296
H 6.305 -0.772 -0.591
H -2.718 0.155 -0.941
H -7.698 -2.893 -0.486
H -8.056 -2.040 1.056
H 2.725 -0.314 0.025
H 4.009 0.411 -3.074
H -1.694 0.726 0.861
H -1.437 -3.014 0.887
H 4.670 -4.108 -0.610
H -6.728 0.460 -2.627
H -5.905 -2.973 0.941
H -3.555 -3.410 1.659
H -6.949 1.161 -1.190
H 5.190 1.761 -1.617
H 2.564 -3.999 0.415
H 5.966 -0.385 -2.242
H 3.942 -1.049 2.218
H 5.052 -2.640 -2.566
H 2.928 -2.206 -1.100
H 3.466 -1.045 -2.880
H 0.369 5.716 -1.474
H 0.859 2.953 -1.542
H 2.849 -2.691 2.039
H 5.561 -1.089 1.432
H -6.075 2.151 -2.414
H -1.759 4.895 2.281
H 2.659 0.060 -2.029
H 5.550 2.673 0.855
H -1.081 6.410 0.544
H -1.259 2.653 2.076
H 5.092 1.107 2.576

Force components x, y, z for each atom (eV/Å):
15.88 -6.67 -7.36
-5.88 -2.36 2.02
2.25 2.03 0.49
9.20 7.87 10.96
-4.34 6.33 -3.69
7.36 -1.12 9.32
3.81 0.29 -1.12
1.54 3.94 8.10
-4.36 -4.05 -9.06
-1.86 5.61 4.30
0.88 -0.50 2.93
5.03 -7.15 -5.41
6.15 -4.92 3.11
-4.09 6.10 -0.67
-1.53 4.42 -1.15
-4.06 -9.82 11.73
5.63 2.18 -11.77
4.83 -5.22 -9.78
-7.94 1.46 -1.44
6.65 5.33 -14.34
-1.69 -0.95 8.19
1.98 -1.84 -0.37
-1.74 2.91 -2.59
-17.72 1.63 8.89
-9.49 -9.99 -10.11
1.97 0.19 -6.67
3.80 -8.22 2.83
2.19 7.02 -4.93
1.39 -2.81 0.41
1.38 0.11 2.77
2.72 -2.94 3.57
-1.47 -4.71 3.52
-2.07 -8.25 2.09
-1.77 -7.36 5.00
0.93 2.82 3.63
12.99 -3.47 -2.88
-9.80 4.83 -0.11
-1.53 1.36 -0.16
0.34 -0.95 -0.74
-0.48 0.40 -0.86
-3.22 1.90 1.56
-2.06 0.96 -0.17
-0.51 1.25 -0.22
0.63 0.20 -0.02
-0.57 1.68 1.12
0.81 -0.31 4.59
0.74 0.86 1.96
1.29 3.06 -2.74
-1.54 -0.07 0.19
0.33 0.48 0.22
-0.91 3.18 -0.15
1.37 2.44 1.38
-2.57 -1.92 1.13
-1.70 1.18 -2.56
-4.94 0.32 5.74
-1.46 0.12 0.03
0.57 3.22 1.79
1.69 0.65 -2.64
1.85 1.70 -2.78
0.01 1.17 2.80
-3.39 0.22 -5.30
0.38 -3.91 -0.71
2.66 4.65 -4.23
-0.08 1.45 0.69
-0.44 0.06 -4.13
-0.46 0.90 -1.10
0.44 3.15 -1.12
-1.30 1.82 1.93
-0.59 0.62 -1.32
-0.32 -0.48 -2.09
-0.83 3.71 0.29
-3.18 -8.03 8.51
0.25 0.22 -1.27

Atomic partial charges in e from the natural (NBO) method, atoms 1 to 2: -0.579 -0.505


Entry 3:
C29H37N5NiO3SeSi | ωB97M-V/def2-TZVPD

Computed properties:
spin multiplicity = 3
ΔE to the lowest compared entry with this formula, charge and spin = 0.00 kJ/mol
HOMO energy (alpha / beta) = -5.981 / -8.168 eV
E_tot = -5826.10951 Eh
LUMO (alpha / beta) = 0.3 / -1.9 eV

Cartesian coordinates (Å):
Se 0.288 1.965 2.333
Ni -0.222 1.183 -0.463
Si -3.577 0.926 -0.269
O -2.048 1.417 -0.356
O 5.456 -4.107 -0.471
O 6.972 -2.577 -0.968
N -0.494 -0.748 -0.493
N -0.101 -0.811 -2.741
N -0.051 3.103 -0.748
N 1.779 1.236 -0.738
N -0.620 -2.799 -1.642
C -0.920 -1.354 0.759
C 0.722 1.877 5.147
C -4.715 2.383 -0.536
C -1.628 -2.678 0.554
C 2.529 -1.001 -0.152
C 0.153 1.225 4.046
C 4.742 -1.800 -0.704
C 0.481 5.807 -0.989
C 0.444 -1.487 -3.907
C 0.623 1.320 6.410
C -0.802 -3.523 -0.393
C -0.638 -0.527 5.509
C -4.032 0.208 1.411
C 2.180 2.509 -0.965
C 5.823 -2.825 -0.731
C 2.774 0.255 -0.731
C 1.224 3.528 -0.942
C 5.013 -0.551 -1.250
C -0.402 -1.447 -1.579
C -0.115 -3.586 -2.760
C -0.251 -2.823 -4.062
C -1.046 3.997 -0.661
C 1.505 4.909 -1.072
C -0.529 0.016 4.240
C 3.484 -1.997 -0.142
C -0.058 0.122 6.592
C -3.991 -0.362 -1.571
C 4.065 0.453 -1.266
C -0.833 5.350 -0.779
H 3.234 -2.923 0.370
H -1.566 -0.636 1.257
H -4.565 3.145 0.233
H -0.975 -0.480 3.391
H 0.680 6.867 -1.077
H -1.772 -3.192 1.505
H -3.752 -0.843 1.514
H -0.140 -0.305 7.583
H -1.174 -1.456 5.653
H -1.299 -4.465 -0.628
H -0.687 -4.515 -2.787
H 1.238 2.816 4.996
H -5.765 2.081 -0.502
H 4.344 1.386 -1.727
H 1.589 -1.166 0.336
H -2.612 -2.508 0.112
H -3.190 -1.099 -1.659
H 0.094 0.175 -2.642
H 3.212 2.776 -1.123
H 1.527 -1.631 -3.810
H -4.535 2.845 -1.510
H -1.666 6.033 -0.709
H -5.113 0.268 1.563
H -3.555 0.770 2.219
H -1.306 -2.669 -4.293
H 0.200 -3.394 -4.874
H -2.021 3.563 -0.496
H -4.115 0.102 -2.553
H 0.269 -0.847 -4.772
H 0.171 -3.767 0.058
H 0.937 -3.855 -2.591
H 1.070 1.823 7.257
H 2.527 5.228 -1.221
H -4.915 -0.897 -1.336
H 5.994 -0.376 -1.671
H -0.043 -1.486 1.408
H 4.497 -4.157 -0.393

Force components x, y, z for each atom (eV/Å):
0.11 0.10 -0.02
0.06 0.02 -0.54
0.36 0.01 -0.06
-0.34 -0.05 0.14
0.00 0.07 -0.02
-0.01 -0.01 -0.02
-0.01 0.19 0.25
0.03 0.08 -0.22
-0.24 0.06 0.28
0.18 0.00 0.06
-0.02 -0.01 0.04
0.04 -0.03 -0.04
-0.03 -0.05 0.02
-0.06 0.16 -0.04
-0.03 0.01 -0.02
0.08 0.10 0.03
-0.07 -0.11 0.11
0.07 -0.05 -0.03
-0.12 0.10 0.01
-0.05 0.08 0.04
0.00 0.03 -0.04
0.06 0.01 -0.02
0.02 0.04 -0.05
-0.03 -0.02 0.11
-0.03 -0.05 -0.01
-0.01 -0.01 0.05
-0.09 0.02 -0.06
-0.03 0.06 -0.02
-0.01 0.11 -0.01
0.20 -0.22 -0.08
-0.01 0.03 0.03
0.02 -0.04 -0.03
0.11 -0.10 -0.06
0.09 -0.14 -0.03
0.05 0.05 0.11
-0.10 -0.04 0.05
-0.02 -0.03 0.04
-0.02 -0.11 -0.08
-0.01 -0.13 -0.09
0.06 0.02 -0.03
0.00 0.01 0.00
-0.04 0.03 0.04
-0.01 0.01 0.00
-0.02 -0.01 -0.02
0.00 0.00 -0.01
0.03 0.00 0.01
0.01 -0.03 0.03
0.01 0.00 0.00
0.00 -0.01 0.01
-0.02 0.01 0.00
-0.01 0.01 -0.03
0.01 0.01 -0.01
-0.02 -0.01 0.00
-0.05 0.04 -0.06
-0.12 -0.02 0.05
-0.01 -0.01 0.02
0.00 -0.03 -0.01
0.03 -0.07 0.08
0.07 -0.04 0.09
0.00 -0.01 0.00
0.01 0.02 0.01
0.00 0.02 0.00
0.00 -0.02 0.00
0.01 -0.01 -0.01
0.00 0.01 0.01
0.00 0.00 0.01
-0.02 0.00 0.01
0.02 0.00 0.00
0.01 -0.03 -0.01
-0.01 -0.01 0.00
0.00 0.00 0.00
0.00 0.00 0.01
0.00 0.00 0.00
-0.02 0.01 -0.01
0.00 0.00 0.00
-0.04 -0.04 0.02
-0.01 -0.04 0.01

Atomic partial charges in e from the natural (NBO) method, atoms 1 to 2: 0.202 1.165